{"formula": "C4H13N3O", "method": "ωB97M-V/def2-TZVPD", "lumo_ev": 0.81, "gap_ev": 9.481, "e_homo_ev": -8.68, "e_above_lowest_ev": 4.322, "max_force_ha_per_bohr": 0.07671, "e_tot_ha": -399.5885, "elements": ["C", "C", "N", "C", "N", "O", "H", "H", "H", "H", "H", "H", "H", "H", "C", "N", "H", "H", "H", "H", "H"], "coordinates": [[-1.731, 0.604, -0.048], [-0.300, -0.414, -1.661], [-0.393, 0.050, -0.277], [0.013, -1.561, 1.184], [-0.483, -1.145, 2.412], [-0.212, -2.712, 0.774], [-1.286, -1.648, 2.764], [-0.416, -0.163, 2.637], [-1.925, 1.447, -0.721], [-2.518, -0.142, -0.209], [-1.828, 0.955, 0.983], [-0.410, 0.412, -2.372], [-1.087, -1.138, -1.900], [0.648, -0.933, -1.820], [1.951, 1.281, -0.812], [0.883, 1.218, 0.169], [1.342, 1.026, 1.065], [1.018, -1.074, 1.024], [2.761, 1.915, -0.423], [1.586, 1.725, -1.742], [2.385, 0.295, -1.025]]}